[1]
Below is 2 unconnected molecules or ions with the total composition C7H18NOP at a distorted geometry, with properties calculated with wB97M-V/def2-TZVPD.

The geometry in XYZ format:
```
28
Properties=species:S:1:pos:R:3:lowdin_charge:R:1
C 1.3784 0.9818 -1.8868 -0.12
C -1.6764 -1.8606 -2.0019 -0.08
C 0.9640 -0.8624 3.6215 -0.20
C -1.8422 1.4114 0.9309 -0.06
C -0.0961 1.2171 -1.5286 -0.22
C -0.4886 -1.3621 -1.1598 -0.20
C -0.4521 0.1138 -0.5878 -0.34
N 1.7478 -1.0165 2.4448 -0.46
O -1.6995 0.2922 0.0369 -0.17
P 1.7610 -0.0795 1.0536 0.89
H 1.5496 1.9425 -2.3597 0.08
H 1.8724 0.9117 -1.0045 -0.08
H 1.5063 0.2228 -2.5909 0.06
H -1.8084 -2.9393 -2.2244 0.09
H -2.5845 -1.4108 -1.7724 0.04
H -1.5077 -1.4738 -2.9908 0.06
H 0.0776 -1.3774 3.7885 0.04
H 1.4553 -0.9992 4.6379 0.09
H 0.7752 0.2752 3.4914 0.08
H -2.9234 1.4590 1.1733 0.11
H -1.5166 2.3450 0.5261 0.06
H -1.1416 1.1616 1.6481 0.03
H -0.7138 1.1236 -2.3612 0.10
H -0.1342 2.2720 -1.0479 0.14
H -0.4810 -1.9336 -0.2713 0.08
H 0.3819 -1.6997 -1.5761 0.06
H 2.2750 -1.8423 2.2385 0.03
H 1.5742 1.2717 1.5976 -0.10
```

Output
2S+1 ... 1
LUMO energy (spin up / spin down) ... 0.6 / 0.7 eV
HOMO-LUMO gap (spin up / spin down) ... 7.47 / 7.51 eV
ΔE to the lowest compared entry with this formula, charge and spin ... 119.22 kcal per mole
Calculated total energy ... -748.6772 Eh

[2]
Below is a molecular structure, C5H7NOS at a distorted geometry, with properties calculated with wB97M-V/def2-TZVPD.

The geometry in XYZ format:
```
15
Properties=species:S:1:pos:R:3:lowdin_charge:R:1
C 1.4935 0.2317 -1.7167 -0.30
C 1.8459 1.5698 0.4025 -0.40
C 1.0207 0.7321 -0.5115 -0.62
C -1.3023 -0.8428 -0.6947 -0.05
C -0.2050 -0.5822 0.2935 -0.32
N 1.9881 -0.3134 -2.5985 0.17
O 0.5446 -1.6512 0.6115 -0.01
S 0.5686 2.4875 -0.4550 0.86
H 1.5982 1.3540 1.4658 0.09
H 2.8279 1.7510 0.2578 0.04
H -0.9113 -0.8067 -1.7933 0.12
H -2.1040 -0.1406 -0.6368 0.07
H -1.6511 -1.7668 -0.2879 0.07
H -0.4554 -0.0324 1.2265 0.14
H 0.7565 -2.4710 0.1369 0.14
```

Output
2S+1 ... 1
LUMO energy ... 0.7 eV
HOMO-LUMO gap ... 9.61 eV
ΔE to the lowest compared entry with this formula, charge and spin ... 74.30 kcal per mole
Calculated total energy ... -722.7997 Eh

[3]
Below is 2 unconnected molecules or ions with the total composition C4H6Cl4 at a distorted geometry, with properties calculated with wB97M-V/def2-TZVPD.

The geometry in XYZ format:
```
14
Properties=species:S:1:pos:R:3:lowdin_charge:R:1
C -1.2362 -0.7945 0.3183 -0.15
C 0.0011 -0.0362 -0.1343 -0.73
C 1.1590 -0.1678 0.7855 -0.66
C 3.3963 0.0538 -0.6395 -1.15
Cl 0.5218 -0.7476 -1.7593 0.56
Cl 1.5077 -1.7157 1.2629 0.68
Cl 3.8444 1.6830 -0.3373 0.55
Cl 4.3129 -1.1783 0.1236 0.54
H -1.1571 -1.7868 0.0064 0.04
H -2.0677 -0.4430 -0.2536 0.08
H -1.2597 -0.8023 1.3166 0.03
H -0.3306 1.0443 -0.3859 0.13
H 1.7813 0.5599 1.3120 0.05
H 3.0320 -0.3098 -1.6858 0.02
```

Output
2S+1 ... 1
LUMO energy (spin up / spin down) ... -0.3 / -0.3 eV
HOMO-LUMO gap (spin up / spin down) ... 7.93 / 8.03 eV
ΔE to the lowest compared entry with this formula, charge and spin ... 45.24 kcal per mole
Calculated total energy ... -1996.6414 Eh

[4]
Below is 2 unconnected molecules or ions with the total composition C5H11NO2, with properties calculated with wB97M-V/def2-TZVPD.

The geometry in XYZ format:
```
19
Properties=species:S:1:pos:R:3:lowdin_charge:R:1
C 1.8833 0.9069 -0.3028 -0.01
C 1.0620 1.1262 -1.5409 -0.61
N 0.3111 2.2634 -1.5445 0.15
O 1.0821 0.3713 -2.5062 0.02
H 1.4041 1.3580 0.5707 0.07
H 2.8722 1.3505 -0.4446 0.09
H 1.9840 -0.1672 -0.1222 0.08
H 0.0875 2.7509 -0.6879 0.10
H -0.3093 2.3938 -2.3329 0.11
C -0.5600 -1.7409 2.2048 0.01
C -1.0469 -0.5730 1.7709 -0.25
O -1.4372 -0.2168 0.5118 -0.16
C -1.3671 -1.2227 -0.4960 -0.09
H -0.2950 -1.8629 3.2504 0.05
H -0.4094 -2.5967 1.5580 0.05
H -1.1859 0.2701 2.4397 0.11
H -1.7123 -0.7824 -1.4360 0.09
H -0.3372 -1.5653 -0.6387 0.09
H -2.0258 -2.0632 -0.2536 0.09
```

Output
2S+1 ... 1
LUMO energy ... 0.8 eV
HOMO-LUMO gap ... 9.96 eV
ΔE to the lowest compared entry with this formula, charge and spin ... 30.96 kcal per mole
Calculated total energy ... -402.3288 Eh
SMILES ... CC(N)=O.C=COC

[5]
Below is a molecular structure, C61H52CaN7O7P3Te at a distorted geometry, with properties calculated with wB97M-V/def2-TZVPD.

The geometry in XYZ format:
```
132
Properties=species:S:1:pos:R:3:lowdin_charge:R:1
Ca 0.4676 -0.7876 0.2512 1.32
C -0.0836 -1.3002 5.8433 -0.02
N 0.6421 -0.9877 4.6288 -0.05
C 0.1388 -0.4432 3.4856 -0.43
N 1.0943 -0.3186 2.5881 0.03
C 2.2584 -0.7512 3.1518 -0.16
C 1.9853 -1.2002 4.4276 -0.11
C 2.8676 -1.8002 5.4376 -0.19
C 2.7284 -3.1382 5.8010 -0.02
C 3.5872 -3.6984 6.7338 -0.07
C 4.5955 -2.9321 7.3023 -0.09
C 4.7467 -1.6029 6.9339 -0.08
C 3.8856 -1.0377 6.0065 -0.03
C 3.5234 -0.6418 2.4155 -0.17
C 3.6550 0.3772 1.4707 -0.04
C 4.8067 0.4792 0.7092 -0.08
C 5.8427 -0.4227 0.8988 -0.08
C 5.7203 -1.4291 1.8460 -0.06
C 4.5641 -1.5485 2.5992 -0.03
P -1.5540 0.1960 3.3122 1.17
C -2.2874 -1.0014 2.1584 -0.43
N -1.8643 -1.2440 0.9381 0.04
C -2.6135 -2.2664 0.4316 -0.17
C -3.5460 -2.6394 1.3801 -0.11
N -3.3251 -1.8299 2.4690 -0.05
C -4.0784 -1.8495 3.7090 -0.02
C -4.6066 -3.6522 1.3131 -0.19
C -4.6887 -4.6803 2.2510 -0.04
C -5.6828 -5.6418 2.1505 -0.07
C -6.5976 -5.5909 1.1093 -0.08
C -6.5178 -4.5747 0.1670 -0.07
C -5.5309 -3.6077 0.2695 -0.02
C -2.2796 -2.8685 -0.8668 -0.16
C -2.4079 -4.2395 -1.0758 -0.02
C -1.9525 -4.8097 -2.2538 -0.06
C -1.3503 -4.0262 -3.2271 -0.07
C -1.2253 -2.6598 -3.0296 -0.09
C -1.6998 -2.0835 -1.8633 -0.07
C -1.2491 1.5598 2.1373 -0.44
N -0.3676 1.6233 1.1593 0.08
C -0.4601 2.8732 0.6161 -0.21
C -1.4565 3.5760 1.2603 -0.13
N -1.9456 2.7313 2.2284 -0.05
C -3.0246 3.0286 3.1531 -0.03
C -2.0451 4.8920 0.9649 -0.19
C -2.5192 5.1507 -0.3209 -0.02
C -3.0594 6.3892 -0.6295 -0.07
C -3.1368 7.3786 0.3412 -0.08
C -2.6657 7.1290 1.6221 -0.08
C -2.1178 5.8932 1.9320 -0.04
C 0.4231 3.3277 -0.4643 -0.16
C 0.8893 2.4262 -1.4184 -0.06
C 1.7766 2.8302 -2.4029 -0.07
C 2.1921 4.1517 -2.4649 -0.08
C 1.7241 5.0616 -1.5262 -0.08
C 0.8554 4.6536 -0.5271 -0.03
H -0.9365 -0.6308 5.9349 0.06
H -0.4360 -2.3321 5.8338 0.10
H 0.5728 -1.1660 6.6999 0.10
H 1.9772 -3.7471 5.3125 0.12
H 3.4836 -4.7419 7.0011 0.10
H 5.2710 -3.3740 8.0233 0.10
H 5.5402 -1.0064 7.3653 0.10
H 4.0046 -0.0049 5.7030 0.12
H 2.8464 1.0878 1.3334 0.11
H 4.8884 1.2557 -0.0405 0.11
H 6.7381 -0.3525 0.2943 0.10
H 6.5174 -2.1501 1.9758 0.11
H 4.4391 -2.3764 3.2803 0.11
H -5.1053 -2.1414 3.5018 0.10
H -3.6515 -2.5579 4.4198 0.09
H -4.0691 -0.8579 4.1541 0.07
H -3.9525 -4.7422 3.0434 0.12
H -5.7334 -6.4406 2.8792 0.11
H -7.3673 -6.3474 1.0280 0.10
H -7.2266 -4.5367 -0.6501 0.10
H -5.4570 -2.8161 -0.4662 0.12
H -2.8208 -4.8663 -0.2963 0.12
H -2.0353 -5.8800 -2.3945 0.10
H -0.9522 -4.4824 -4.1236 0.11
H -0.7310 -2.0401 -3.7659 0.09
H -1.6299 -1.0087 -1.7284 0.06
H -2.6390 3.3921 4.1061 0.10
H -3.6667 3.7911 2.7199 0.09
H -3.6137 2.1322 3.3308 0.07
H -2.4426 4.3771 -1.0755 0.11
H -3.4181 6.5844 -1.6320 0.11
H -3.5582 8.3454 0.0983 0.10
H -2.7139 7.9018 2.3785 0.10
H -1.7264 5.7066 2.9252 0.12
H 0.5614 1.3968 -1.4182 0.06
H 2.1376 2.0973 -3.1136 0.11
H 2.8845 4.4714 -3.2330 0.10
H 2.0528 6.0928 -1.5589 0.10
H 0.5266 5.3661 0.2189 0.11
O 1.9667 -4.7981 -0.3821 -0.13
P 1.9694 -3.5502 0.6061 0.19
O 2.6170 -3.8543 1.8915 -0.27
O 0.5934 -2.9077 0.6223 -0.46
O 2.8841 -2.4479 -0.2176 -0.29
P 2.5241 -1.9404 -1.7064 0.18
O 3.9541 -1.4753 -2.2657 -0.11
O 1.9650 -3.0683 -2.4976 -0.29
O 1.7105 -0.6786 -1.5436 -0.46
H 1.8068 -4.4456 -1.2899 0.04
H 4.4442 -2.2368 -2.5955 0.08
N -3.6351 1.5446 -0.8456 0.14
C -2.5230 1.2951 -1.0766 -0.01
H -4.6265 1.6774 -0.8424 0.09
Te -1.5482 1.3296 -4.4517 1.32
C -1.7458 1.3163 -6.5687 -0.54
C -2.1626 0.1635 -7.2262 -0.14
C -2.2931 0.1544 -8.6072 -0.09
C -1.9887 1.2921 -9.3426 -0.09
C -1.5620 2.4402 -8.6917 -0.09
C -1.4474 2.4555 -7.3081 -0.15
C -3.6300 1.0963 -4.0988 -0.56
C -4.1424 -0.1657 -3.8124 -0.15
C -5.4779 -0.3163 -3.4619 -0.09
C -6.3103 0.7938 -3.4001 -0.10
C -5.8079 2.0531 -3.7089 -0.10
C -4.4726 2.2016 -4.0587 -0.15
H -2.3846 -0.7316 -6.6574 0.09
H -2.6233 -0.7452 -9.1108 0.10
H -2.0823 1.2819 -10.4209 0.10
H -1.3226 3.3299 -9.2604 0.10
H -1.1293 3.3589 -6.8023 0.09
H -3.4906 -1.0297 -3.8331 0.08
H -5.8659 -1.3027 -3.2389 0.10
H -7.3530 0.6779 -3.1312 0.10
H -6.4575 2.9194 -3.6806 0.10
H -4.0766 3.1850 -4.2820 0.09
```

Output
2S+1 ... 1
LUMO energy ... 0.0 eV
HOMO-LUMO gap ... 7.77 eV
ΔE to the lowest compared entry with this formula, charge and spin ... 23.36 kcal per mole
Calculated total energy ... -5235.8890 Eh

[6]
Below is a gas-phase ion, C3H7N2O (charge +1) at a distorted geometry, with properties calculated with wB97M-V/def2-TZVPD.

The geometry in XYZ format:
```
13
Properties=species:S:1:pos:R:3:lowdin_charge:R:1
N 2.0080 0.5673 -0.0109 0.21
C 0.6920 0.3794 0.0862 -0.28
C -0.0266 -0.9213 0.2116 -0.07
C -1.4846 -0.7235 -0.1765 -0.04
O -1.5651 0.8017 0.1305 -0.09
N -0.2643 1.2946 -0.0601 0.11
H 2.5216 -0.2748 0.3633 0.17
H 2.4174 1.4388 -0.4092 0.17
H 0.4285 -1.6897 -0.4119 0.14
H -0.1889 -1.3130 1.3226 0.19
H -1.8311 -0.6729 -1.2718 0.16
H -2.2542 -1.1774 0.4281 0.12
H -0.4526 2.2909 -0.2017 0.21
```

Output
2S+1 ... 1
LUMO energy ... -3.8 eV
HOMO-LUMO gap ... 10.47 eV
ΔE to the lowest compared entry with this formula, charge and spin ... 71.67 kcal per mole
Calculated total energy ... -302.9258 Eh
Net charge ... +1
SMILES ... [NH2+]=C1CCON1